# 1
Density functional theory data (ωB97M-V with the def2-TZVPD basis set) for 2 unconnected molecules or ions with the total composition C6H14BNO2 in a non-equilibrium geometry.

```
24
Properties=species:S:1:pos:R:3:mulliken_charge:R:1
B -2.182 1.243 -1.857 0.284
C 2.088 -1.088 1.502 -0.479
C 2.084 -0.962 -0.028 -0.611
C 0.618 -1.272 1.995 -0.641
C 1.110 0.152 -0.501 -0.858
C -0.333 -0.204 1.503 -0.799
C -0.367 0.073 -0.037 0.727
N -2.704 2.441 -2.099 -0.173
O -2.665 0.068 -2.281 -0.398
O -0.942 1.271 -0.233 -0.749
H 2.605 -2.062 1.817 0.252
H 2.427 -0.156 2.052 0.309
H 3.036 -0.713 -0.579 0.295
H 1.753 -1.943 -0.478 0.262
H 0.238 -2.166 1.493 0.313
H 0.574 -1.332 3.132 0.297
H 1.472 1.270 -0.316 0.250
H 1.176 0.265 -1.581 0.346
H -1.427 -0.351 1.883 0.235
H 0.008 0.840 1.945 0.257
H -0.954 -0.801 -0.449 0.099
H -3.402 2.682 -2.801 0.225
H -2.233 3.255 -1.758 0.251
H -1.979 -0.512 -2.323 0.305
```

Results
**Charge**: 0
**Energy relative to the best compared isomer or geometry (same formula, charge and spin)**: 60.0 kcal/mol
**Orbital gap**: 8.9015 eV
**HOMO level**: -8.6677 eV
**Calculated total energy**: -12710.7974 eV
**LUMO energy**: 0.234 eV


# 2
Density functional theory data (ωB97M-V with the def2-TZVPD basis set) for a gas-phase ion, C7H13N2S (charge +1) in a non-equilibrium geometry.

```
23
Properties=species:S:1:pos:R:3:mulliken_charge:R:1
C -0.618 2.382 1.524 -0.796
N -0.126 1.160 0.780 -0.135
C 0.257 0.203 1.872 -0.878
C -1.031 0.516 -0.199 -0.148
S -1.303 1.686 -1.540 -0.105
C -0.141 -0.866 -0.747 0.399
C 1.176 -0.709 -1.131 -0.389
C 1.532 -1.976 -1.563 -0.738
N 0.431 -2.793 -1.590 0.087
C -0.610 -2.111 -1.042 -1.055
H 0.267 2.712 2.027 0.422
H -1.137 3.032 0.727 0.265
H -1.321 2.076 2.328 0.334
H 0.738 1.410 0.235 0.391
H 1.237 0.499 2.079 0.430
H -0.361 0.367 2.762 0.347
H 0.241 -0.765 1.287 0.424
H -1.916 0.175 0.326 0.445
H -0.360 1.448 -2.394 0.194
H 1.785 0.054 -0.909 0.587
H 2.509 -2.311 -1.974 0.386
H 0.321 -3.665 -1.920 0.083
H -1.568 -2.524 -0.938 0.449
```

Results
**Charge**: +1
**Energy relative to the best compared isomer or geometry (same formula, charge and spin)**: 64.2 kcal/mol
**SMILES**: C[NH+](C)[C@@H](S)c1cc[nH]c1
**Orbital gap**: 9.5528 eV
**HOMO level**: -12.2441 eV
**Calculated total energy**: -21276.8656 eV
**LUMO energy**: -2.691 eV